1.
{
  "formula": "C33H39BMoN4O2P2",
  "method": "the ωB97M-V functional and the def2-TZVPD basis",
  "symbols": ["Mo", "C", "C", "C", "C", "C", "C", "C", "C", "C", "H", "H", "H", "H", "H", "H", "H", "H", "H", "H", "H", "H", "H", "H", "H", "P", "P", "N", "N", "N", "N", "C", "C", "C", "C", "C", "C", "C", "C", "C", "C", "C", "C", "C", "C", "C", "C", "C", "C", "H", "H", "H", "H", "H", "H", "H", "H", "H", "H", "H", "H", "H", "H", "H", "H", "H", "H", "H", "H", "O", "B", "O", "C", "C", "C", "C", "C", "C", "H", "H", "H", "H"],
  "coordinates": [[0.22498, -0.75651, 2.83509], [-1.01345, 0.94263, 3.55929], [-1.55494, 0.39080, 2.34897], [-1.22145, 0.93675, 0.97186], [0.08353, 0.44793, 0.28143], [1.26563, 0.16631, 1.17466], [1.57387, 0.91478, 2.36472], [0.96377, 2.27550, 2.64105], [-0.22475, 2.22714, 3.63481], [1.62846, -1.42387, 4.72443], [-1.53696, 0.72099, 4.49445], [-2.49684, -0.18461, 2.40033], [-1.25235, 2.04543, 0.98211], [-2.05277, 0.63430, 0.30615], [-0.11951, -0.46670, -0.31112], [0.36666, 1.20407, -0.47950], [2.07295, -0.38396, 0.67041], [2.57609, 0.77441, 2.80084], [0.67255, 2.76994, 1.69440], [1.74717, 2.92139, 3.07939], [0.16680, 2.36208, 4.66227], [-0.86483, 3.11122, 3.45101], [2.49942, -0.84582, 5.06160], [1.76279, -1.51510, 3.58744], [1.73706, -2.43036, 5.14350], [1.55602, -0.93009, -2.80638], [-1.81802, -0.30702, -2.64033], [2.93759, 0.11562, -3.09538], [2.23014, -2.23958, -3.87672], [-1.94693, 1.40532, -3.07263], [-3.43343, -0.76896, -3.29083], [0.54069, -0.17431, -4.15812], [-0.88856, -0.75373, -4.18953], [3.90024, 0.31171, -2.09217], [4.92974, 1.08393, -2.62533], [4.59574, 1.35827, -3.99069], [3.38758, 0.73564, -4.26078], [2.46029, -3.52704, -3.38841], [2.92372, -4.33216, -4.43583], [2.94125, -3.51909, -5.61902], [2.55165, -2.23429, -5.23630], [-1.68036, 2.41894, -2.13843], [-1.73099, 3.64555, -2.78072], [-2.00702, 3.39863, -4.16437], [-2.09814, 2.01906, -4.32526], [-4.29880, -0.19214, -4.22756], [-5.26533, -1.12616, -4.58434], [-4.98527, -2.32687, -3.85781], [-3.85433, -2.09751, -3.09334], [0.98847, -0.30547, -5.16001], [0.51010, 0.90840, -3.94149], [-1.40896, -0.36025, -5.07909], [-0.89675, -1.85565, -4.27479], [3.73711, -0.11143, -1.11176], [5.80098, 1.40344, -2.08579], [5.17394, 1.93520, -4.69428], [2.81091, 0.70663, -5.17045], [2.28279, -3.73458, -2.34864], [3.22472, -5.36158, -4.35661], [3.19778, -3.83245, -6.61733], [2.49545, -1.33464, -5.82810], [-1.49888, 2.16652, -1.10161], [-1.60291, 4.60901, -2.30573], [-2.15402, 4.13370, -4.94241], [-2.28075, 1.43934, -5.22316], [-4.16908, 0.82016, -4.57327], [-6.07104, -0.96652, -5.28102], [-5.54226, -3.25024, -3.90352], [-3.29148, -2.73991, -2.42816], [-0.47000, -1.74622, 6.23717], [0.41401, -0.87668, 5.50937], [0.48373, 0.38837, 6.15421], [-0.34467, 0.28582, 7.24681], [-0.42350, 1.17017, 8.29733], [-0.92187, 0.71223, 9.52296], [-1.36022, -0.61145, 9.64928], [-1.37978, -1.48235, 8.54520], [-0.88237, -1.02481, 7.33160], [-0.04619, 2.18622, 8.15312], [-0.94342, 1.40565, 10.37197], [-1.68664, -0.95817, 10.63317], [-1.69654, -2.52095, 8.64572]],
  "atomic_forces_ev_per_a": [[-1.4, 1.1, -0.9], [-0.1, -0.2, -0.4], [0.2, -0.5, 0.7], [-0.7, 0.5, -0.7], [-0.2, 0.2, -0.5], [0.5, -0.1, 1.1], [-0.1, -0.3, -0.5], [0.0, 0.7, 0.3], [0.5, 0.6, 0.1], [1.4, -0.7, -1.4], [-0.1, -0.2, -0.3], [0.5, 0.3, 0.2], [0.1, -0.6, 0.2], [0.3, 0.2, 0.3], [0.0, 0.3, 0.4], [0.0, -0.3, 0.3], [-0.3, -0.1, 0.4], [-0.4, -0.1, -0.3], [0.1, -0.3, 0.4], [-0.4, -0.3, -0.3], [-0.3, -0.3, -0.5], [0.0, -0.4, 0.1], [-0.2, 0.0, -0.3], [1.2, -0.6, 1.7], [0.0, 0.0, -0.4], [2.8, -0.5, -3.6], [-0.2, 2.2, -2.2], [0.0, 0.2, 1.2], [-0.7, -0.5, 0.9], [0.4, -0.2, 0.8], [-0.7, -1.1, -0.2], [-0.7, 0.2, 0.2], [0.1, -0.4, 0.0], [0.4, 0.8, -1.2], [-1.3, -0.8, 0.2], [-0.8, -0.7, 0.3], [0.6, 0.4, 0.7], [0.4, -0.3, -1.5], [-0.7, 1.3, 0.7], [-0.3, 1.0, 1.3], [-0.1, -1.1, 0.1], [-0.4, 0.6, -0.7], [0.0, -1.0, 0.3], [0.0, -1.4, 0.4], [0.0, 1.0, 0.3], [1.6, -0.4, 1.5], [-0.4, -2.8, 1.0], [-1.6, 1.3, -1.9], [0.9, 2.2, 0.0], [-0.2, 0.0, 0.7], [-0.1, -0.3, -0.2], [0.0, -0.2, 0.5], [0.2, 0.3, 0.0], [0.2, 0.1, -0.1], [0.1, 0.1, 0.0], [0.0, 0.0, 0.0], [0.1, 0.1, 0.1], [0.1, -0.1, 0.1], [-0.1, -0.1, 0.0], [0.1, 0.1, 0.0], [0.0, -0.2, 0.0], [-0.1, 0.2, -0.3], [0.0, -0.2, -0.1], [0.1, -0.1, 0.1], [0.1, 0.3, 0.2], [0.0, 0.1, 0.1], [0.0, 0.0, 0.0], [0.0, 0.1, 0.0], [-0.2, 0.0, -0.1], [1.0, 0.7, -1.5], [-1.6, 1.1, 3.0], [-0.4, -1.3, -1.1], [-0.3, -1.4, 0.7], [0.1, 0.6, 0.1], [-0.1, 0.1, -0.4], [-0.2, 0.1, -0.2], [-0.1, -0.3, 0.0], [0.9, 1.6, 0.9], [0.0, -0.4, 0.3], [0.0, -0.4, -0.4], [0.0, 0.0, -0.5], [0.1, 0.3, 0.0]],
  "spin_multiplicity": 3,
  "homo_lumo_gap_ev": [5.5, 2.7],
  "total_charge": 2,
  "homo_energy_ev": [-12.0, -12.0]
}



2.
{
  "formula": "C33H39BN4O2P2Pb",
  "method": "the ωB97M-V functional and the def2-TZVPD basis",
  "symbols": ["Pb", "C", "C", "C", "C", "C", "C", "C", "C", "C", "H", "H", "H", "H", "H", "H", "H", "H", "H", "H", "H", "H", "H", "H", "H", "P", "P", "N", "N", "N", "N", "C", "C", "C", "C", "C", "C", "C", "C", "C", "C", "C", "C", "C", "C", "C", "C", "C", "C", "H", "H", "H", "H", "H", "H", "H", "H", "H", "H", "H", "H", "H", "H", "H", "H", "H", "H", "H", "H", "O", "B", "O", "C", "C", "C", "C", "C", "C", "H", "H", "H", "H"],
  "coordinates": [[-0.27526, 1.61573, 1.32658], [-1.92829, 1.86949, -5.41677], [-2.04627, 0.56005, -5.09450], [-1.20122, -0.55651, -5.61364], [0.27556, -0.18317, -5.88555], [0.91625, 0.65641, -4.78783], [0.96778, 2.00348, -4.82985], [0.40618, 2.83212, -5.97353], [-0.99719, 2.43289, -6.48042], [1.40204, 0.72086, 4.18288], [-2.61087, 2.62503, -4.99822], [-2.94174, 0.23644, -4.58119], [-1.64173, -0.92210, -6.55956], [-1.22453, -1.39471, -4.90300], [0.85103, -1.12957, -5.99590], [0.33971, 0.33809, -6.86092], [1.42407, 0.08762, -3.99830], [1.60295, 2.54792, -4.13696], [1.09463, 2.77848, -6.83731], [0.36204, 3.88814, -5.66295], [-1.48581, 3.34625, -6.88570], [-0.91782, 1.72959, -7.32648], [1.98842, 1.13184, 5.05316], [1.50915, 1.46486, 3.35526], [2.03233, -0.14200, 3.93485], [1.78354, -0.12457, 0.61566], [-1.39864, -0.66370, 0.70734], [3.00266, 0.88994, -0.14695], [2.91415, -1.46242, 1.03240], [-2.26717, 0.48081, -0.40106], [-2.78519, -1.71411, 0.94130], [0.94343, -0.78686, -0.84164], [-0.33198, -1.57059, -0.46599], [3.23714, 2.21916, 0.21395], [4.20410, 2.74446, -0.62885], [4.58837, 1.69824, -1.53824], [3.83749, 0.58202, -1.22409], [3.90710, -1.34113, 2.02010], [4.60358, -2.54004, 2.09351], [4.02906, -3.42872, 1.12679], [3.00226, -2.75049, 0.49476], [-2.61604, 1.77194, 0.07305], [-2.97997, 2.54660, -1.03244], [-2.81320, 1.75670, -2.18864], [-2.35557, 0.50996, -1.78620], [-3.76644, -2.19087, 0.04827], [-4.62444, -3.01809, 0.75674], [-4.16306, -3.06249, 2.12490], [-3.04303, -2.25296, 2.20631], [1.65506, -1.43052, -1.39334], [0.68906, 0.05090, -1.52797], [-0.94637, -1.78553, -1.35377], [-0.07234, -2.51990, 0.00711], [2.69370, 2.65308, 1.04878], [4.59623, 3.75477, -0.60915], [5.33236, 1.77170, -2.32511], [3.82834, -0.42225, -1.64564], [4.02425, -0.43063, 2.56939], [5.42945, -2.76893, 2.75815], [4.33252, -4.45134, 0.92105], [2.32577, -3.05497, -0.28514], [-2.82978, 1.96978, 1.13028], [-3.28988, 3.58319, -0.99956], [-2.97522, 2.05946, -3.22246], [-2.09386, -0.36548, -2.37883], [-3.76830, -1.87334, -0.97797], [-5.49887, -3.52829, 0.36183], [-4.61460, -3.61634, 2.93367], [-2.40448, -1.98552, 3.02136], [-0.39267, -1.01194, 4.80590], [-0.03916, 0.35688, 4.51439], [-0.91543, 1.20771, 5.24441], [-1.25875, 0.44119, 6.33125], [-1.55869, 0.85329, 7.62128], [-1.20889, 0.02586, 8.70446], [-0.65599, -1.25200, 8.46410], [-0.50927, -1.73335, 7.17094], [-0.80426, -0.90291, 6.09254], [-2.04845, 1.81443, 7.76834], [-1.33568, 0.38548, 9.72316], [-0.34951, -1.86853, 9.31094], [-0.14591, -2.75593, 6.99056]],
  "atomic_forces_ev_per_a": [[0.7, 0.9, 0.7], [-0.2, -0.8, -0.4], [-0.4, 1.5, -1.0], [0.4, -0.1, -0.3], [0.3, -0.2, -0.1], [0.1, 0.6, -0.4], [0.5, -1.1, -0.6], [0.0, 0.2, 0.1], [-0.4, 0.2, 0.0], [2.4, 1.0, -0.9], [0.2, -0.6, -0.2], [0.1, 0.1, 0.6], [0.1, -0.1, 0.3], [-0.1, 0.1, -0.1], [-0.3, 0.6, 0.0], [0.1, -0.3, 0.6], [-0.2, 0.4, -0.1], [-0.3, -0.1, 0.3], [-0.1, 0.1, 0.4], [0.2, -0.3, 0.0], [0.3, -0.6, 0.2], [-0.1, 0.3, 0.4], [-1.1, 0.0, -0.3], [0.1, -0.6, 1.0], [-0.5, -0.1, -0.4], [1.7, 0.0, 0.4], [-1.4, 0.8, -1.8], [0.0, 0.5, -0.1], [0.4, -0.4, 0.0], [-0.4, 0.4, -0.1], [0.1, -0.4, 0.5], [-0.2, -0.5, -1.1], [0.0, -0.2, -0.3], [0.4, -0.2, -0.6], [-0.5, -0.6, 0.3], [-0.6, -0.2, 0.4], [-0.1, 0.3, 0.3], [-0.4, -1.3, -0.9], [-0.6, 0.5, -0.4], [-0.4, 0.4, -0.1], [0.6, 0.5, 0.7], [-1.2, -0.4, -1.1], [0.6, -0.5, 0.8], [0.3, -0.4, -0.1], [-0.2, 0.2, 0.7], [0.1, -0.3, 1.2], [0.8, 0.6, 0.1], [0.6, 0.7, -0.7], [-0.9, -0.5, -0.9], [-0.4, 0.1, 0.1], [0.2, -0.4, 0.7], [0.3, -0.1, 0.2], [-0.1, -0.1, 0.0], [0.2, 0.0, -0.2], [-0.1, -0.2, 0.1], [-0.2, -0.1, 0.2], [0.1, 0.4, 0.1], [0.0, 0.3, 0.1], [-0.2, 0.1, -0.1], [-0.1, 0.3, 0.1], [0.1, -0.1, 0.0], [0.1, -0.3, -0.5], [-0.1, -0.2, 0.1], [0.0, -0.2, 0.7], [0.0, 0.4, 0.2], [0.0, 0.0, -0.1], [0.3, 0.2, 0.0], [0.1, 0.1, 0.0], [0.2, 0.0, 0.4], [1.0, 0.4, -0.7], [-1.5, -0.7, 1.3], [0.0, 0.1, -0.4], [1.3, -2.1, 0.5], [-0.3, 0.3, 0.0], [0.1, -0.7, -0.8], [-0.6, 0.9, 0.6], [-0.1, -0.8, -0.9], [-0.7, 1.8, 1.8], [0.5, 0.0, 0.1], [-0.1, -0.1, -0.2], [-0.1, 0.1, -0.3], [0.0, 0.6, 0.1]],
  "homo_lumo_gap_ev": [5.3, 5.3],
  "homo_energy_ev": [-5.7, -5.7]
}



no.,E (Eh)
1,-2425.4388
2,-2550.6801